The following is a quantum chemistry calculation of CuH32O20S as an isolated structure, from the OMol25 dataset.

Computed properties:
net charge: -1
ΔE to the lowest compared entry with this formula, charge and spin: 3.198 eV
LUMO: 1.0684 eV
calculated total energy: -96944.55615 eV

XYZ file:
```
54
Properties=species:S:1:pos:R:3:lowdin_charge:R:1
Cu 0.6182 -2.6828 -0.0879 0.40
S -0.1336 0.2398 -0.2790 0.49
O -0.9395 -0.0128 -1.4605 -0.33
O -1.0473 0.4825 0.7613 -0.25
O 0.6579 -0.9610 -0.0961 -0.36
O 0.6946 1.4394 -0.5605 -0.32
O -3.0109 -1.3524 -1.7960 -0.06
H -2.2381 -0.8191 -1.7124 -0.07
H -3.1153 -1.5964 -0.8711 -0.04
O 1.5860 -1.3439 2.2138 -0.03
H 1.2341 -1.1855 1.3393 -0.04
H 2.3727 -1.8521 2.2735 0.04
O 2.9110 2.1940 -1.4735 -0.09
H 2.0822 1.9507 -0.9940 -0.03
H 2.6159 2.8208 -2.1655 0.05
O 2.8267 -0.4486 -1.4997 -0.08
H 2.6585 0.4158 -1.9704 0.05
H 2.0880 -0.7275 -0.9774 -0.05
O -1.2321 -1.0209 2.5656 -0.09
H -1.2581 -0.3996 1.7596 -0.05
H -1.7809 -0.6413 3.2476 0.06
O 2.8589 0.7041 1.0830 -0.03
H 3.0802 0.2813 0.2689 -0.02
H 2.4987 -0.0210 1.5994 -0.02
O -2.4461 1.9020 -1.8377 -0.08
H -2.1495 2.5998 -2.4742 0.05
H -1.8989 1.0980 -1.8027 -0.06
O -3.6411 0.7623 1.3660 -0.08
H -2.7231 0.8917 1.0514 -0.01
H -4.2453 0.8594 0.5820 0.07
O 2.5549 -3.1911 0.0675 -0.02
H 3.1728 -3.2822 0.7916 0.08
H 3.0213 -3.4968 -0.7672 0.13
O 0.4656 2.3756 -3.0418 -0.07
H 0.4017 3.3360 -3.1374 0.06
H 0.4858 2.0958 -2.0910 0.01
O -1.3345 2.1511 2.6361 -0.02
H -1.2808 1.4541 1.9964 -0.06
H -0.6819 2.0246 3.2608 -0.04
O 0.8819 3.4157 0.9578 -0.06
H 1.7991 3.5773 1.0534 0.00
H 0.8438 2.6021 0.4092 -0.04
O 0.5533 0.6324 4.0291 -0.06
H 0.0508 0.0159 3.4970 -0.03
H 0.4500 0.2090 4.9063 0.06
O 0.3340 -3.4073 -1.7919 0.07
H 0.8676 -4.1293 -1.6189 0.03
H -0.5336 -3.7117 -1.8751 0.07
O -0.4188 -0.2606 -3.8247 -0.10
H -0.2578 0.6513 -4.1055 0.00
H -0.7965 -0.0991 -2.9130 -0.04
O -3.1130 -2.1116 0.7657 -0.08
H -2.5497 -1.8244 1.5256 0.02
H -3.8397 -2.6035 1.2174 0.08
```


The following is a quantum chemistry calculation of F10H20N5NaO30S10 as an isolated structure, from the OMol25 dataset.

Computed properties:
net charge: -4
LUMO: 5.9568 eV
calculated total energy: -209144.50970 eV

XYZ file:
```
76
Properties=species:S:1:pos:R:3:lowdin_charge:R:1
Na 2.1177 0.3044 2.2785 0.50
N 0.8547 0.5571 0.3274 -0.31
S -0.6734 0.5947 0.6540 0.50
O -1.3265 -0.6757 0.6825 -0.25
O -1.3922 1.7301 0.2376 -0.22
F -0.5333 0.7944 2.2444 -0.18
S 0.7750 -0.4546 -1.0416 0.60
O -0.1740 -0.2041 -2.0514 -0.20
O 1.2351 -1.7658 -0.7270 -0.25
F 2.0875 0.1540 -1.6949 -0.16
N 2.0428 2.2285 3.8135 -0.29
S 3.1023 1.9647 5.0302 0.49
O 2.8018 0.9487 5.9731 -0.26
O 3.7830 3.1457 5.4510 -0.28
F 4.1904 1.2111 4.0930 -0.22
S 0.7937 2.7918 4.6830 0.46
O 1.0017 4.0507 5.3232 -0.28
O 0.0637 1.7736 5.3367 -0.25
F -0.1508 3.2126 3.4771 -0.18
N 4.1442 2.0461 -6.2412 -0.31
S 2.7964 1.1723 -6.5063 0.49
O 1.6003 1.9239 -6.4963 -0.27
O 2.8634 -0.1641 -6.0416 -0.26
F 3.0607 1.0016 -8.0913 -0.23
S 4.5034 1.7592 -4.7264 0.46
O 5.5181 0.7655 -4.5478 -0.31
O 3.4239 1.8119 -3.7929 -0.29
F 5.2705 3.1351 -4.3422 -0.23
N 1.2393 -2.6784 5.4291 -0.29
S 0.1247 -2.3387 4.2790 0.50
O -1.1838 -2.1591 4.7941 -0.25
O 0.3562 -2.9255 3.0202 -0.25
F 0.6321 -0.8221 4.0948 -0.21
S 1.1479 -4.2318 5.6890 0.45
O 1.5157 -5.0911 4.6123 -0.30
O 0.0564 -4.6514 6.5092 -0.31
F 2.4053 -4.3670 6.6971 -0.23
N -5.1326 2.1162 -2.0461 -0.28
S -6.3970 1.6442 -2.9911 0.50
O -6.5550 0.2440 -3.1643 -0.29
O -6.6847 2.5789 -4.0306 -0.31
F -7.5285 2.0011 -1.9109 -0.23
S -3.9273 1.2896 -2.6481 0.47
O -3.8016 1.3387 -4.0799 -0.30
O -3.5083 0.0939 -1.9872 -0.28
F -2.7402 2.2947 -2.2548 -0.20
O -3.4383 3.2110 1.4329 -0.07
H -2.9338 3.9750 1.7231 0.02
H -2.7742 2.6516 1.0062 -0.02
O 0.8738 4.8255 0.2338 -0.06
H 0.9334 3.8761 0.3929 0.00
H 1.0285 5.2042 1.1034 0.02
O 2.7244 2.3939 0.5244 -0.06
H 2.0422 1.7273 0.3166 -0.05
H 3.3975 2.2671 -0.1497 0.05
O -0.0905 0.0056 -4.9168 -0.06
H -0.4710 0.0715 -4.0362 -0.01
H -0.0551 0.9061 -5.2492 0.01
O -3.9893 -0.6427 3.1793 -0.06
H -4.3996 -1.1453 3.8866 0.03
H -3.0475 -0.8008 3.3049 0.01
O 3.5476 -2.8852 -1.8789 -0.06
H 2.8749 -2.4640 -1.3229 0.00
H 4.2440 -2.2279 -1.9512 0.05
O -3.0023 -2.7488 -1.6766 -0.06
H -3.2549 -1.8513 -1.4226 0.00
H -2.4498 -2.6123 -2.4520 0.04
O -0.9861 -4.9009 -0.3659 -0.07
H -0.0847 -4.6522 -0.1459 0.02
H -1.4357 -4.0555 -0.5029 0.00
O 1.4620 -4.0503 -3.3210 -0.07
H 1.4294 -4.8882 -2.8528 0.02
H 2.1147 -3.5288 -2.8323 -0.02
O -2.5875 -2.9058 1.7876 -0.06
H -3.3985 -2.7883 1.2864 0.03
H -2.0721 -2.1163 1.5828 -0.02
```


The following is a quantum chemistry calculation of F12NO3P2Rb as an isolated structure, from the OMol25 dataset.

Computed properties:
net charge: -2
ΔE to the lowest compared entry with this formula, charge and spin: 1.245 eV
LUMO: 4.3570 eV
calculated total energy: -59488.54915 eV

XYZ file:
```
19
Properties=species:S:1:pos:R:3:lowdin_charge:R:1
Rb -0.0711 -0.7104 -0.1482 1.05
P 3.0718 1.4005 -0.0731 0.25
F 4.1392 0.2534 -0.5656 -0.20
F 3.7914 2.3888 -1.1739 -0.19
F 1.9872 1.0964 -1.2184 -0.22
F 2.1148 2.5716 0.6380 -0.19
F 2.3858 0.3336 0.9965 -0.26
F 4.2676 1.5795 1.0771 -0.22
P -3.1771 0.5588 -1.7787 0.17
F -2.0570 1.4186 -0.9779 -0.21
F -4.4127 1.6016 -1.4011 -0.20
F -2.8281 1.2994 -3.2218 -0.18
F -4.2752 -0.4035 -2.4482 -0.17
F -2.1214 -0.6632 -2.0371 -0.27
F -3.5533 -0.0177 -0.3304 -0.18
N 0.1618 -3.1881 3.1429 -0.73
O 1.2912 -3.6398 3.3291 -0.08
O 0.0509 -2.2604 2.4030 -0.13
O -0.7658 -3.6191 3.7879 -0.05
```


The following is a quantum chemistry calculation of a 5-piece molecular cluster, F24H4NP4 overall, from the OMol25 dataset.

Computed properties:
net charge: -3
ΔE to the lowest compared entry with this formula, charge and spin: 0.000 eV
LUMO: 7.7653 eV
calculated total energy: -103958.66582 eV

XYZ file:
```
33
Properties=species:S:1:pos:R:3:lowdin_charge:R:1
N -0.1222 -0.2191 -0.0225 0.32
H 0.4578 0.6227 -0.0652 0.10
H 0.3521 -0.9202 0.5507 0.09
H -0.1847 -0.4905 -1.0084 0.10
H -1.0794 -0.0663 0.3155 0.10
P 0.1370 -3.7237 1.2721 0.14
F -0.3598 -3.1525 -0.1719 -0.18
F 0.9108 -4.9163 0.4918 -0.18
F 1.4112 -2.7452 1.2170 -0.15
F 0.6530 -4.2940 2.6912 -0.17
F -0.7383 -2.5673 2.0025 -0.17
F -1.1810 -4.6883 1.3465 -0.20
P -3.3605 1.7685 0.2092 0.13
F -2.9184 0.2431 -0.1379 -0.18
F -4.1876 1.2573 1.4946 -0.17
F -2.0306 1.9129 1.1355 -0.17
F -3.7666 3.2988 0.5292 -0.18
F -2.4855 2.2534 -1.0672 -0.17
F -4.6615 1.6261 -0.7392 -0.18
P 0.8986 0.4785 -3.7109 0.14
F 0.9679 -0.7873 -2.6660 -0.19
F -0.7113 0.4321 -3.6942 -0.16
F 0.8308 1.4918 -2.4447 -0.17
F 0.9242 1.7508 -4.7142 -0.18
F 2.5254 0.4848 -3.6984 -0.19
F 0.9319 -0.5326 -4.9702 -0.18
P 2.4087 1.6333 2.2500 0.14
F 0.9558 2.3238 2.0182 -0.18
F 2.4000 2.0748 3.8319 -0.21
F 1.6242 0.2715 2.6492 -0.17
F 3.8442 0.9397 2.4933 -0.18
F 2.4707 1.1685 0.7089 -0.16
F 3.0831 3.0710 1.9035 -0.19
```


Number 1: highest occupied orbital energy -0.242 Eh, strongest force on any atom 5.7 eV/Å, gap between HOMO and LUMO 7.64 eV. Number 2: highest occupied orbital energy -0.066 Eh, strongest force on any atom 5.2 eV/Å, gap between HOMO and LUMO 7.75 eV. Number 3: highest occupied orbital energy -0.100 Eh, strongest force on any atom 5.2 eV/Å, gap between HOMO and LUMO 7.09 eV. Number 4: highest occupied orbital energy -0.165 Eh, strongest force on any atom 1.4 eV/Å, gap between HOMO and LUMO 12.25 eV.